(1)
44
Properties=species:S:1:pos:R:3:forces:R:3:lowdin_charge:R:1 method="wB97M-V/def2-TZVPD" homo_lumo_gap_ev=9.0 total_energy_ha=-829.88299 fmax_ev_per_a=0.6 e_above_lowest_kcal_mol=28.4 homo_energy_ev=-8.121
C 5.91933 1.24283 0.69531 0.062 0.069 0.212 -0.09
H 6.99387 1.06884 0.72765 -0.078 0.032 0.048 0.09
O 5.50488 0.83069 -0.58383 -0.215 -0.067 -0.289 -0.08
C 4.18605 0.94205 -0.90649 -0.144 -0.038 -0.120 -0.28
C 3.20712 1.43116 -0.05883 0.099 0.043 0.184 0.05
C 1.87502 1.50669 -0.47574 0.234 -0.020 -0.166 -0.27
C 1.53388 1.08869 -1.75478 -0.435 0.177 0.196 -0.05
C 2.52154 0.59959 -2.59645 0.229 -0.011 0.080 -0.08
C 3.83444 0.51966 -2.19092 0.158 -0.026 -0.001 -0.02
H 4.60496 0.13886 -2.84088 0.099 -0.050 -0.086 0.11
H 2.25035 0.27559 -3.59030 -0.014 -0.029 -0.080 0.11
H 0.51862 1.13409 -2.11288 -0.092 0.004 0.019 0.10
O 1.03427 2.03751 0.45447 0.352 -0.091 -0.017 -0.04
C -0.36974 2.02264 0.28347 -0.543 -0.125 0.218 -0.19
C -1.01919 0.77825 0.89351 0.347 0.190 -0.442 -0.16
H -0.66124 0.67528 1.91959 -0.052 0.039 0.110 0.12
C -0.72868 -0.50961 0.12834 -0.156 -0.073 0.349 -0.19
H 0.34311 -0.71693 0.12778 -0.006 -0.017 -0.103 0.11
H -1.04613 -0.39835 -0.90954 0.075 -0.004 -0.104 0.10
C -1.45237 -1.69554 0.76934 0.156 0.104 -0.189 -0.21
N -2.88799 -1.48442 0.83114 0.023 -0.181 0.058 -0.19
C -3.52618 -2.25684 1.88060 -0.160 0.169 0.238 -0.21
C -4.98207 -1.82723 2.03652 0.047 -0.318 -0.056 -0.19
C -5.73170 -2.03131 0.72532 0.026 0.280 0.064 -0.21
C -4.99891 -1.28166 -0.38083 0.033 -0.296 -0.083 -0.19
C -3.54302 -1.73303 -0.43973 -0.135 0.281 -0.130 -0.20
H -3.02088 -1.17491 -1.21877 0.015 -0.076 -0.030 0.11
H -3.50131 -2.80724 -0.70573 0.051 0.040 -0.002 0.13
H -5.02657 -0.21082 -0.17259 -0.004 0.071 -0.054 0.11
H -5.47543 -1.45797 -1.34691 -0.007 0.050 -0.033 0.11
H -6.75906 -1.67329 0.81365 -0.039 -0.073 -0.018 0.11
H -5.76466 -3.09697 0.48483 -0.050 -0.055 -0.014 0.11
H -5.00768 -0.77068 2.30785 0.000 0.042 0.077 0.11
H -5.44727 -2.40155 2.83965 -0.011 0.030 0.052 0.11
H -2.99064 -2.07541 2.81619 0.019 -0.073 -0.049 0.12
H -3.48506 -3.34221 1.66774 0.032 0.017 0.028 0.13
H -1.08547 -1.80651 1.79309 0.001 -0.048 -0.014 0.12
H -1.19900 -2.62069 0.22129 -0.029 0.000 0.109 0.12
H -2.09912 0.92630 0.92466 -0.025 0.061 0.065 0.11
H -0.71979 2.90854 0.82400 0.031 -0.093 -0.158 0.13
H -0.64933 2.13379 -0.76830 0.033 0.047 0.044 0.12
H 3.42746 1.77127 0.93963 0.065 0.029 0.111 0.11
H 5.43397 0.65746 1.48298 0.009 0.033 -0.027 0.10
H 5.71955 2.30661 0.85930 -0.002 -0.043 0.002 0.10

=====

(2)
23
Properties=species:S:1:pos:R:3:forces:R:3:lowdin_charge:R:1 method="wB97M-V/def2-TZVPD" homo_lumo_gap_ev=9.7 total_energy_ha=-835.88046 fmax_ev_per_a=4.4 e_above_lowest_kcal_mol=57.1 homo_energy_ev=-8.852
C 2.14527 0.93427 -0.29577 -1.674 0.131 1.245 -0.18
C 1.96799 -0.58405 -0.10261 0.437 1.189 -1.175 -0.24
C 1.15622 1.69043 0.62302 -1.516 -0.557 -4.096 -0.19
C -2.68996 1.09775 -0.40597 0.980 1.612 -3.024 -0.18
C 0.02875 -1.94212 0.41479 -1.712 2.130 0.765 -0.27
N -1.26472 1.27377 -0.66269 1.355 -0.020 1.335 -0.27
N 0.57527 -0.73656 -0.17840 -2.516 1.057 -0.561 -0.25
N -1.41626 -2.00098 0.05698 0.501 -0.182 2.904 0.03
O -0.92688 0.35256 1.73131 -0.037 0.240 0.095 -0.35
S -0.38319 0.72247 0.43650 2.355 -1.141 -0.813 0.80
H 3.04359 1.43313 -0.13212 2.106 0.072 0.186 0.09
H 1.78994 1.21454 -1.25012 0.031 -0.208 -1.527 0.10
H 2.40795 -1.08649 -0.96362 0.266 -0.109 -0.076 0.12
H 2.31738 -1.08718 0.76966 1.007 0.208 1.201 0.11
H 1.44460 1.52357 1.57873 0.600 0.350 3.258 0.06
H 0.95891 2.70160 0.20186 0.199 -0.605 1.007 0.12
H -2.91689 0.90271 0.57413 -0.703 -0.406 2.448 0.03
H -2.95555 0.28704 -1.05063 -1.115 -0.342 -0.412 0.06
H -3.06171 2.08121 -0.72948 -0.821 -0.697 0.113 0.09
H 0.22086 -1.73799 1.51552 -0.817 -1.362 -0.802 0.13
H 0.54048 -2.80636 0.03518 0.256 -0.435 -0.058 0.11
H -1.98822 -1.23995 0.46598 0.828 -0.937 -0.153 0.04
H -1.53412 -1.98559 -0.90975 -0.010 0.013 -1.861 0.04

=====

(3)
13
Properties=species:S:1:pos:R:3:forces:R:3:lowdin_charge:R:1 method="wB97M-V/def2-TZVPD" homo_lumo_gap_ev=9.6 total_energy_ha=-952.58800 fmax_ev_per_a=1.0 e_above_lowest_kcal_mol=16.0 homo_energy_ev=-9.109
S 1.48316 1.03012 -0.35952 0.139 0.322 0.177 0.21
S -0.26223 2.11491 -0.61506 -0.154 -0.625 0.215 0.22
H 1.99589 1.69036 0.71260 -0.301 -0.198 -0.278 -0.20
H -1.10258 1.13786 -0.15837 0.358 0.418 -0.086 -0.21
C -0.78132 -2.54927 0.23556 0.170 0.761 0.255 -0.31
O -1.26029 -1.29746 -0.25673 -0.321 0.624 -0.673 -0.15
C -0.29936 -2.27559 1.65981 0.035 -0.194 -0.628 -0.09
H 0.09913 -2.87199 -0.32424 -0.280 -0.304 -0.359 0.11
H -1.60234 -3.26351 0.19989 0.176 -0.333 0.039 0.11
H -1.64502 -1.32138 -1.15645 0.497 -0.477 0.791 0.10
H 0.65314 -1.74740 1.62095 -0.036 0.079 0.001 0.06
H -0.13118 -3.22528 2.16799 -0.164 0.112 0.233 0.07
H -1.01948 -1.63486 2.15831 -0.119 -0.184 0.312 0.07

=====

(4)
71
Properties=species:S:1:pos:R:3:forces:R:3:lowdin_charge:R:1 method="wB97M-V/def2-TZVPD" homo_lumo_gap_ev=6.1 total_energy_ha=-32420.94738 fmax_ev_per_a=4.4 total_charge=-1 homo_energy_ev=-4.569
Al 2.86244 2.44547 0.74525 -0.226 0.174 0.744 0.13
C 1.89156 4.02115 1.67526 0.440 0.511 -0.797 -0.36
C 1.47940 5.16519 0.66610 -0.975 -0.325 0.808 -0.30
C 0.28475 6.03154 1.31263 -0.109 -0.705 -0.830 -0.26
C -1.01886 5.57283 0.52816 0.934 -0.578 0.732 -0.45
S -2.57129 5.87150 1.51666 -0.417 -0.725 -0.082 0.91
C -3.43389 4.29857 1.42165 -0.183 -0.538 0.431 -0.63
N -4.19986 3.62476 2.30767 1.949 1.322 -2.687 0.03
N -4.51713 2.48901 1.62610 -0.389 -2.107 -1.892 -0.02
C -3.98501 2.44106 0.39985 -0.581 2.174 3.830 -0.12
O -3.29040 3.62957 0.25469 0.011 -0.629 -0.591 -0.04
H 3.97310 2.92660 -0.30352 0.204 0.230 -0.362 -0.15
H 3.58119 1.62592 1.91407 0.093 -0.089 0.294 -0.18
H 1.76847 1.46860 0.07572 -0.033 -0.014 -0.102 -0.17
H 0.97413 3.55961 2.14388 0.738 0.632 -0.249 0.04
H 2.55520 4.48934 2.45034 -0.730 -0.497 -0.296 0.04
H 1.07789 4.65845 -0.25735 0.450 0.703 0.548 0.07
H 2.31955 5.83528 0.36590 -0.474 -0.691 0.278 0.09
H 0.20755 5.71104 2.38250 -0.036 0.533 -0.891 0.06
H 0.46244 7.13245 1.23130 -0.297 -0.772 0.106 0.09
H -1.05810 6.04652 -0.48222 -0.257 -0.469 0.860 0.09
H -0.92646 4.45542 0.44899 -0.243 1.099 -0.142 0.08
H -4.04970 1.64480 -0.35693 0.248 0.887 0.525 0.13
Br -0.23859 -1.40780 0.04145 -0.135 0.030 -0.095 0.59
C -1.25385 -0.96234 -1.56152 0.149 -0.189 0.129 -0.72
C -0.43666 -0.13300 -2.51829 -0.157 0.364 -0.097 -0.69
Br -0.30509 1.71540 -1.92667 -0.198 -0.049 -0.181 0.60
H -2.16301 -0.46468 -1.23073 0.119 0.071 -0.064 0.04
H -1.51187 -1.91831 -2.01056 -0.035 0.127 -0.050 -0.04
H -0.92170 -0.08634 -3.49359 -0.017 -0.095 0.062 0.05
H 0.58123 -0.49793 -2.64064 -0.081 -0.032 0.128 0.05
Br 6.62292 1.55777 2.91717 0.028 -0.117 0.052 0.59
C 7.07191 -0.31070 2.61484 0.218 0.325 0.021 -0.71
C 6.69173 -0.75369 1.22449 -0.260 -0.359 -0.048 -0.70
Br 4.77474 -1.06242 1.06628 0.186 -0.022 -0.070 0.59
H 6.57933 -0.88546 3.39601 -0.029 -0.006 -0.146 0.05
H 8.15200 -0.36796 2.75215 -0.051 -0.075 -0.064 0.05
H 7.15259 -1.71399 0.99168 0.064 0.071 0.071 0.05
H 6.95943 -0.03123 0.45643 -0.018 0.038 0.150 0.05
Br -3.67204 -4.67862 -4.23839 0.031 0.135 -0.036 0.62
C -1.80407 -5.09005 -4.61010 -0.124 -0.202 -0.124 -0.69
C -1.13290 -5.71718 -3.41654 0.243 0.072 0.158 -0.68
Br -0.70740 -4.38316 -2.06225 0.029 -0.270 0.029 0.67
H -1.33314 -4.16326 -4.92953 0.016 -0.084 0.096 0.05
H -1.82787 -5.78758 -5.44686 0.033 0.008 0.075 0.06
H -0.17330 -6.14970 -3.69981 -0.138 0.036 -0.090 0.01
H -1.73980 -6.47983 -2.93092 -0.035 0.075 -0.084 0.04
Br 4.92311 -7.17496 -4.08324 0.004 0.042 -0.091 0.60
C 4.31498 -5.32435 -4.12586 0.142 -0.139 0.209 -0.69
C 2.81797 -5.23537 -3.98924 -0.113 0.257 -0.105 -0.69
Br 1.92240 -5.70689 -5.65758 -0.003 -0.055 0.025 0.62
H 4.68749 -4.88965 -5.05045 -0.112 -0.027 0.052 0.05
H 4.80496 -4.84426 -3.27951 -0.111 0.004 -0.023 0.06
H 2.51206 -4.21017 -3.78289 0.054 -0.051 0.012 0.06
H 2.41705 -5.88992 -3.21856 0.109 0.029 -0.044 0.05
Br -2.94174 -7.06223 0.29541 0.017 0.024 -0.125 0.60
C -4.36868 -6.04807 -0.55839 0.093 0.013 0.292 -0.70
C -5.54930 -6.92784 -0.87865 -0.101 0.074 -0.241 -0.69
Br -5.20970 -8.02785 -2.45100 -0.010 -0.077 0.089 0.58
H -3.93768 -5.57074 -1.43596 -0.084 -0.063 0.030 -0.01
H -4.64601 -5.28284 0.16618 -0.034 -0.055 -0.049 0.06
H -6.41882 -6.32416 -1.13720 0.085 0.023 0.019 0.06
H -5.81127 -7.60500 -0.06902 0.099 0.069 -0.033 0.05
Br -0.94231 4.80359 5.36590 -0.092 0.000 0.009 0.62
C -2.57881 5.84728 5.49247 0.231 -0.072 -0.218 -0.70
C -2.41390 7.01905 6.42499 -0.242 0.041 0.090 -0.70
Br -2.47419 6.45969 8.29175 0.074 0.053 0.005 0.58
H -3.36783 5.16360 5.79744 0.041 0.109 0.026 0.05
H -2.77436 6.19082 4.47645 0.011 0.016 0.063 0.02
H -3.24206 7.71834 6.31226 0.023 -0.069 -0.023 0.05
H -1.47491 7.54926 6.28392 -0.039 -0.125 -0.026 0.05

=====

(5)
11
Properties=species:S:1:pos:R:3:forces:R:3:lowdin_charge:R:1 method="wB97M-V/def2-TZVPD" homo_lumo_gap_ev=10.2 total_energy_ha=-260.59769 fmax_ev_per_a=6.8 e_above_lowest_kcal_mol=65.3 homo_energy_ev=-9.561
C 0.73209 -0.24420 -0.17563 -3.514 1.787 0.811 -0.56
H -1.73588 0.94875 -0.16024 -1.911 -3.277 0.676 0.10
H -1.64505 0.19571 1.16335 0.319 -1.363 -0.100 0.04
H -0.75799 -1.67662 -0.39667 0.805 1.793 -0.700 0.10
H 0.19187 2.02330 -0.45607 3.312 -3.815 1.347 0.18
H 1.97883 1.38906 -0.13617 -1.951 0.037 0.225 0.09
H 1.29471 -1.95792 0.36072 -1.720 -4.785 0.349 -0.02
N -1.94329 -0.14047 0.22033 3.847 5.102 -2.370 -0.02
N -0.62000 -0.64242 -0.61715 -1.530 -1.250 2.397 -0.06
N 0.94651 1.19368 0.00259 -1.179 0.925 -2.125 0.02
N 1.55818 -1.08888 0.19494 3.524 4.846 -0.510 0.14

=====

(6)
60
Properties=species:S:1:pos:R:3:forces:R:3:lowdin_charge:R:1 method="wB97M-V/def2-TZVPD" homo_lumo_gap_ev="7.7 / 7.7" total_energy_ha=-5396.52244 fmax_ev_per_a=1.5 total_charge=+1 e_above_lowest_kcal_mol=0.0 multiplicity=3 homo_energy_ev="-11.020 / -11.023"
Tm -1.47137 -0.61177 0.74710 0.171 0.739 -1.289 0.96
O 1.77906 -4.00972 0.43933 -0.277 0.165 0.025 0.18
C 1.13560 -2.85057 0.40747 0.409 -0.147 -0.060 -0.42
O -0.06416 -2.74109 0.51205 -0.223 -0.027 0.061 -0.04
C 2.02248 -1.66571 0.23374 -0.130 -0.107 0.018 -0.15
C 3.40502 -1.69786 0.33462 0.050 0.000 -0.006 0.06
C 4.08126 -0.49452 0.22714 0.019 0.005 -0.006 0.00
C 3.35334 0.67157 0.03597 0.088 -0.010 0.004 0.04
C 1.97416 0.58227 -0.05049 -0.089 0.105 -0.033 -0.16
N 1.32480 -0.56601 0.03083 -0.073 0.042 -0.004 0.15
C 1.03020 1.73398 -0.23556 -0.022 0.156 -0.089 -0.41
O 1.48744 2.98154 -0.18367 0.032 -0.230 -0.010 0.18
O -0.13962 1.52646 -0.44085 -0.074 -0.008 0.081 0.01
H 1.12244 -4.70755 0.59641 0.077 -0.083 -0.005 0.15
H 3.92318 -2.63114 0.50005 -0.003 0.007 0.008 0.13
H 5.15964 -0.45924 0.29975 -0.016 -0.010 -0.003 0.13
H 3.87372 1.61694 -0.05278 0.017 -0.020 0.013 0.12
H 2.42523 3.00359 0.04362 0.018 0.087 0.001 0.11
C -4.28860 3.19808 0.70222 -0.259 0.057 0.034 -0.23
S -2.64786 2.76151 0.20787 0.523 -0.198 0.341 0.94
C -2.94330 2.54390 -1.52578 -0.100 -0.090 -0.185 -0.23
O -2.48640 1.36033 0.79032 -0.057 0.218 -0.017 -0.74
H -4.94001 2.35510 0.47135 -0.051 0.059 0.040 0.07
H -4.58614 4.09371 0.15545 -0.018 -0.018 0.033 0.07
H -4.27600 3.40428 1.77033 -0.022 -0.020 -0.010 0.07
H -2.89155 3.52708 -1.99436 -0.040 -0.036 -0.026 0.07
H -3.91649 2.07839 -1.67730 0.046 -0.022 -0.054 0.06
H -2.14790 1.90265 -1.89884 0.001 0.033 -0.043 0.03
Cl -1.44863 -1.76880 5.51946 -0.017 -0.040 0.011 0.72
C -1.42057 -1.28016 3.86425 -0.110 0.045 0.009 -1.43
Cl -2.61843 -0.00129 3.51687 -0.019 -0.076 0.336 0.68
Cl -1.88280 -2.64487 2.75814 0.044 -0.067 0.394 0.68
C 0.00269 -0.82847 3.35708 -0.226 0.390 -0.541 -0.76
O 0.98454 -1.20296 3.92814 0.141 0.004 0.114 0.10
O -0.09170 -0.13020 2.25987 0.579 -0.366 1.309 -0.24
C -4.96610 -0.63452 -3.48057 -0.065 0.081 -0.085 -0.05
C -5.39928 -1.89308 -2.76612 0.136 -0.101 0.138 -0.45
C -6.14949 -2.85290 -3.65718 -0.095 -0.016 -0.073 -0.04
O -4.23449 -2.63959 -2.28724 -0.103 -0.014 -0.102 -0.30
P -3.24951 -2.18320 -1.14306 -0.193 -0.282 -0.436 -0.16
S -4.12736 -1.24931 0.35951 -0.120 -0.076 0.022 0.35
S -1.70677 -1.14758 -1.89175 0.054 0.132 -0.068 0.35
O -2.71074 -3.54004 -0.54236 -0.119 -0.356 0.032 -0.34
C -2.39813 -4.80810 -1.20401 0.069 0.155 0.065 -0.42
C -3.66405 -5.59744 -1.45895 -0.035 -0.074 -0.026 -0.04
C -1.54544 -4.61135 -2.43783 0.003 -0.026 -0.125 -0.06
H -5.85414 -0.11247 -3.84277 0.041 -0.002 -0.011 0.09
H -4.33286 -0.87905 -4.33494 0.000 0.009 0.018 0.10
H -4.41531 0.03843 -2.82276 -0.001 -0.056 0.022 0.04
H -5.99345 -1.64996 -1.88321 -0.004 0.026 0.020 0.12
H -5.55379 -3.10458 -4.53632 0.004 0.009 0.025 0.09
H -7.07975 -2.39212 -3.99303 0.026 -0.013 0.004 0.09
H -6.39423 -3.77114 -3.12441 0.000 0.025 0.017 0.08
H -1.81525 -5.31682 -0.43556 0.022 -0.012 0.029 0.14
H -4.19783 -5.23259 -2.33540 0.014 0.045 0.022 0.07
H -4.32671 -5.55234 -0.59520 0.022 -0.001 0.006 0.09
H -3.39676 -6.64185 -1.62858 -0.022 0.010 -0.026 0.09
H -2.09366 -4.07739 -3.21533 -0.016 0.003 0.018 0.08
H -1.26963 -5.58834 -2.83884 0.002 0.003 0.033 0.09
H -0.63763 -4.05060 -2.21821 -0.008 -0.008 0.028 0.06